No. 1
# C19H12ClNO7

A cluster of 2 separate species, C19H12ClNO7 in total (ωB97M-V/def2-TZVPD, OMol25).

The geometry in XYZ format:
```
40
Properties=species:S:1:pos:R:3:mulliken_charge:R:1
N 0.02 -1.77 1.24 -0.455
C 0.37 -0.58 0.53 0.335
O 0.19 -0.48 -0.66 -0.532
C 0.95 0.63 1.31 -0.351
C -0.03 1.86 1.31 -1.257
C -1.45 1.43 1.02 0.841
C -2.10 1.67 -0.11 -0.343
C -3.51 1.17 -0.33 -0.084
O -4.34 1.75 -0.99 -0.595
C -3.79 -0.18 0.32 0.534
C -4.63 -1.12 -0.25 -0.725
C -4.77 -2.32 0.43 -0.422
C -4.10 -2.56 1.61 0.183
Cl -4.25 -4.11 2.43 -0.247
C -3.28 -1.62 2.19 -0.704
C -3.13 -0.42 1.52 0.708
C -2.21 0.66 2.08 0.122
O -2.12 0.90 3.26 -0.600
H 0.31 -1.62 2.21 0.240
H 0.57 -2.56 0.90 0.302
H 1.07 0.28 2.35 0.314
H 1.93 0.87 0.89 0.260
H 0.03 2.29 2.31 0.283
H 0.32 2.54 0.53 0.412
H -1.64 2.23 -0.93 0.441
H -5.14 -0.93 -1.18 0.455
H -5.40 -3.10 0.00 0.393
H -2.72 -1.77 3.11 0.440
C 5.57 1.21 -2.69 -0.802
C 5.70 0.55 -1.48 0.383
C 4.42 -0.19 -1.02 0.534
O 4.39 -0.90 0.01 -0.801
C 3.23 -0.05 -1.81 -0.470
C 3.10 0.63 -3.02 0.428
C 4.41 1.28 -3.54 0.568
O 4.48 1.86 -4.63 -0.770
O 2.06 0.76 -3.71 -0.799
O 6.72 0.49 -0.75 -0.808
H 6.43 1.75 -3.09 0.334
H 2.37 -0.54 -1.38 0.256
```

## Properties
**Gap between HOMO and LUMO**: 2.6 eV
**LUMO**: 2.8 eV
**Net charge**: -2
**Spin multiplicity**: 1



No. 2
# C4H4N2O

The molecule C4H4N2O (ωB97M-V/def2-TZVPD, OMol25).

The geometry in XYZ format:
```
11
Properties=species:S:1:pos:R:3:mulliken_charge:R:1
O 2.22 -1.39 0.12 -0.576
C 1.16 -0.79 0.04 0.510
C 1.05 0.67 -0.03 -0.208
C -0.16 1.32 -0.21 -0.094
N -1.32 0.67 -0.30 -0.473
C -1.22 -0.68 -0.10 -0.312
N -0.07 -1.45 0.01 -0.397
H 1.95 1.25 0.11 0.369
H -0.22 2.41 -0.23 0.389
H -1.31 -0.74 1.03 0.381
H -2.09 -1.25 -0.43 0.411
```

## Properties
**Gap between HOMO and LUMO (alpha / beta)**: 7.6 / 7.7 eV
**LUMO (alpha / beta)**: -1.9 / -2.1 eV
**Relative energy (zero: lowest compared OMol25 entry of this formula, charge and spin)**: 342.66 kJ/mol
**Spin multiplicity**: 1



No. 3
# C3H2Cl2O

The molecule C3H2Cl2O (ωB97M-V/def2-TZVPD, OMol25).

The geometry in XYZ format:
```
8
Properties=species:S:1:pos:R:3:mulliken_charge:R:1
O 1.10 0.54 -2.15 -0.361
C 0.58 -0.23 -1.44 0.549
Cl 0.22 -1.91 -1.73 -0.145
C -0.15 0.29 0.01 -0.425
C -0.32 -0.02 1.41 -0.133
Cl -1.10 1.04 2.57 -0.133
H -0.27 1.33 -0.25 0.281
H -0.06 -1.02 1.58 0.367
```

## Properties
**Gap between HOMO and LUMO**: 9.8 eV
**LUMO**: -0.2 eV
**Structure (SMILES)**: O=C(Cl)/C=C/Cl
**Relative energy (zero: lowest compared OMol25 entry of this formula, charge and spin)**: 169.69 kJ/mol
**Spin multiplicity**: 1



No. 4
# C6H11N4O2

The ion C6H11N4O2 with charge +1 (ωB97M-V/def2-TZVPD, OMol25).

The geometry in XYZ format:
```
23
Properties=species:S:1:pos:R:3:mulliken_charge:R:1
C 2.15 -1.25 0.77 -1.209
C 1.14 -0.18 0.43 0.472
N 1.32 1.08 0.33 -0.055
C 0.28 2.02 -0.04 -0.690
N -1.07 1.57 0.16 -0.650
C -1.32 0.34 0.07 0.237
C -2.80 -0.21 0.21 0.111
N -3.66 0.73 0.43 -0.330
O -2.96 -1.37 -0.08 -0.637
C -0.19 -0.74 -0.16 1.096
N 0.06 -0.77 -1.63 -0.580
O -0.45 -1.91 0.45 -0.568
H 3.11 -0.78 0.79 0.499
H 1.98 -1.94 -0.09 0.343
H 1.87 -1.46 1.82 0.315
H 2.29 1.28 0.52 0.265
H 0.29 2.20 -1.05 0.443
H 0.22 2.97 0.63 0.384
H -3.24 1.50 0.88 0.275
H -4.54 0.27 0.65 0.330
H -0.54 -0.23 -2.25 0.241
H 0.08 -1.76 -1.84 0.299
H -1.18 -2.38 0.04 0.410
```

## Properties
**Gap between HOMO and LUMO**: 9.3 eV
**LUMO**: -4.0 eV
**Structure (SMILES)**: CC1=[NH+]CN=C(C(N)=O)[C@]1(N)O
**Relative energy (zero: lowest compared OMol25 entry of this formula, charge and spin)**: 93.40 kJ/mol
**Net charge**: +1
**Spin multiplicity**: 1



No. 5
# C3H7FN2O

The molecule C3H7FN2O (ωB97M-V/def2-TZVPD, OMol25).

The geometry in XYZ format:
```
14
Properties=species:S:1:pos:R:3:mulliken_charge:R:1
C 0.89 -0.29 -0.40 -0.535
C 0.44 -0.18 1.04 -0.007
C -1.33 -0.44 -0.13 -0.133
N -0.30 -0.75 -1.03 0.054
N 0.69 1.01 1.74 -0.426
O -0.44 -0.50 -2.42 -0.444
F -2.13 -1.48 0.09 -0.275
H 1.19 0.65 -0.84 0.329
H 1.75 -0.85 -0.46 0.270
H 0.43 -1.23 1.56 0.297
H -1.88 0.56 -0.44 0.210
H 0.61 1.81 1.24 0.156
H -0.51 0.55 -2.63 0.317
H 0.59 1.14 2.68 0.185
```

## Properties
**Gap between HOMO and LUMO**: 8.8 eV
**LUMO**: 0.9 eV
**Relative energy (zero: lowest compared OMol25 entry of this formula, charge and spin)**: 425.01 kJ/mol
**Spin multiplicity**: 1



For each record above, in turn, the calculated E values are -48241.9277 -9236.9365 -30233.5357 -16448.2093 -10964.7613 eV.